# C28H38IrN5O9PS3

A structure of composition C28H38IrN5O9PS3 (ωB97M-V/def2-TZVPD, OMol25).

Its energy relative to the best compared isomer or geometry (same formula, charge and spin) is 0.0 kJ/mol. Its net charge is +1. The LUMO energy comes out at -2.981 eV.

Atoms and positions in Å:
Ir (0.90, 0.57, 0.26)
O (3.21, 0.11, 0.33)
C (3.67, 0.80, 1.49)
C (2.70, 0.49, 2.58)
C (3.11, 0.41, 3.90)
C (2.16, 0.22, 4.90)
C (0.83, 0.13, 4.53)
C (0.49, 0.21, 3.19)
N (1.41, 0.38, 2.23)
H (3.58, 0.53, -0.47)
H (3.67, 1.88, 1.30)
H (4.67, 0.47, 1.77)
H (4.16, 0.49, 4.13)
H (2.46, 0.16, 5.94)
H (0.04, 0.00, 5.26)
H (-0.54, 0.18, 2.88)
O (-2.23, 1.15, 2.39)
C (-2.21, 1.00, 1.19)
N (-1.10, 0.74, 0.40)
C (-1.47, 0.62, -0.90)
O (-0.58, 0.41, -1.73)
C (-2.94, 0.74, -1.03)
C (-3.80, 0.64, -2.10)
C (-5.16, 0.80, -1.83)
C (-5.61, 1.04, -0.54)
C (-4.73, 1.14, 0.54)
C (-3.39, 0.99, 0.26)
H (-3.44, 0.45, -3.10)
H (-5.87, 0.72, -2.64)
H (-6.67, 1.16, -0.37)
H (-5.08, 1.34, 1.54)
C (1.85, 6.40, -0.43)
C (3.12, 5.57, -0.40)
C (3.61, 5.27, 1.01)
O (3.00, 4.32, -1.14)
P (1.78, 3.32, -1.23)
S (0.97, 2.91, 0.61)
S (2.37, 1.62, -2.03)
O (0.62, 4.06, -1.99)
C (0.47, 4.30, -3.43)
C (1.79, 4.60, -4.11)
C (-0.28, 3.13, -4.04)
H (2.05, 7.36, 0.06)
H (1.04, 5.91, 0.12)
H (1.53, 6.59, -1.45)
H (3.91, 6.09, -0.95)
H (2.84, 4.76, 1.59)
H (3.86, 6.20, 1.51)
H (4.50, 4.65, 0.97)
H (-0.16, 5.19, -3.45)
H (2.44, 3.72, -4.12)
H (2.32, 5.42, -3.62)
H (1.59, 4.89, -5.14)
H (0.33, 2.22, -4.01)
H (-0.52, 3.36, -5.07)
H (-1.20, 2.95, -3.49)
C (-4.06, -5.71, 0.38)
C (-3.25, -6.35, 1.49)
S (-1.67, -7.04, 0.97)
O (-1.79, -7.49, -0.39)
O (-1.23, -7.91, 2.02)
C (-0.51, -5.66, 0.95)
C (-0.55, -4.91, -0.37)
N (0.29, -3.70, -0.32)
C (-0.14, -2.47, 0.04)
N (0.86, -1.59, -0.04)
C (1.97, -2.28, -0.43)
C (1.63, -3.58, -0.60)
N (2.51, -4.65, -0.96)
O (3.64, -4.34, -1.28)
O (2.08, -5.79, -0.89)
C (-1.53, -2.21, 0.48)
H (-5.10, -5.61, 0.69)
H (-4.02, -6.31, -0.52)
H (-3.70, -4.70, 0.14)
H (-3.75, -7.23, 1.90)
H (-3.04, -5.68, 2.32)
H (0.46, -6.13, 1.09)
H (-0.72, -5.02, 1.81)
H (-1.56, -4.59, -0.65)
H (-0.19, -5.54, -1.17)
H (2.94, -1.83, -0.57)
H (-1.97, -3.11, 0.91)
H (-2.16, -1.89, -0.35)
H (-1.54, -1.44, 1.25)

# C3H9N2O

A cluster of 2 separate species, C3H9N2O in total (ωB97M-V/def2-TZVPD, OMol25).

Its multiplicity is 3. Its energy relative to the best compared isomer or geometry (same formula, charge and spin) is 447.9 kJ/mol. Its net charge is +1. As for the expectation value of S²: 2.010. The LUMO energy (spin up / spin down) comes out at -4.632 / -5.669 eV.

Atoms and positions in Å:
C (-1.31, 0.32, 0.69)
C (0.25, -2.04, -1.89)
C (-0.55, 1.15, 1.63)
N (0.38, -0.76, -1.31)
N (0.59, 1.65, 0.77)
O (1.30, -0.64, -0.49)
H (-1.85, -0.40, 1.17)
H (0.57, -1.95, -2.96)
H (-0.82, -2.39, -2.12)
H (0.62, -2.76, -1.31)
H (-0.32, 0.92, 2.61)
H (-1.42, 1.80, 1.63)
H (1.04, 0.92, 0.11)
H (1.35, 1.99, 1.41)
H (0.17, 2.18, 0.05)

# C63H85F17N2O10

A cluster of 8 separate species, C63H85F17N2O10 in total (ωB97M-V/def2-TZVPD, OMol25).

Its net charge is 0. The LUMO energy comes out at -1.623 eV.

Atoms and positions in Å:
H (-0.05, -0.01, -3.73)
N (-0.52, 0.60, -4.43)
C (-0.14, 1.84, -4.16)
C (-0.74, 2.98, -5.11)
C (0.90, 2.16, -2.95)
C (0.08, 2.25, -1.59)
C (-0.78, 3.53, -1.28)
C (-1.64, 3.67, 0.03)
C (-2.47, 5.03, 0.32)
C (-3.56, 4.76, 1.48)
C (-5.02, 4.17, 1.19)
N (-3.19, 5.00, 2.74)
H (-3.95, 4.75, 3.39)
C (-1.67, 2.51, 1.06)
C (-0.81, 1.26, 0.75)
C (0.07, 1.11, -0.54)
C (0.90, -0.26, -0.70)
O (2.04, -0.35, -1.21)
C (0.13, -1.55, -0.07)
C (0.33, -2.94, -0.83)
O (1.11, -3.92, -0.12)
C (2.51, -3.66, -0.15)
C (3.33, -3.26, -1.43)
C (4.84, -2.98, -1.48)
C (5.63, -2.58, -2.82)
C (5.67, -3.08, -0.17)
C (4.92, -3.51, 1.11)
C (3.38, -3.80, 1.15)
C (2.81, -4.25, 2.57)
C (1.77, -5.48, 2.54)
C (2.26, -2.92, 3.34)
C (-0.69, -1.46, 1.10)
C (-1.51, -2.61, 1.76)
F (-0.56, -3.51, 2.38)
F (-2.26, -2.09, 2.88)
C (-2.50, -3.52, 0.92)
F (-1.82, -4.73, 0.59)
F (-3.48, -3.97, 1.89)
C (-3.36, -2.89, -0.26)
F (-4.43, -2.18, 0.42)
F (-2.75, -1.89, -1.05)
C (-4.11, -3.91, -1.24)
F (-5.40, -3.34, -1.50)
F (-4.43, -5.12, -0.53)
C (-3.34, -4.39, -2.54)
F (-4.15, -5.45, -3.09)
F (-2.10, -5.05, -2.25)
C (-3.06, -3.39, -3.74)
F (-2.86, -4.24, -4.89)
F (-1.78, -2.76, -3.59)
C (-4.22, -2.40, -4.18)
F (-4.46, -1.32, -3.31)
F (-5.40, -3.20, -4.36)
C (-3.99, -1.73, -5.65)
F (-4.81, -0.56, -5.70)
F (-2.67, -1.29, -5.86)
F (-4.48, -2.62, -6.62)
C (-0.72, 0.01, 1.77)
O (-0.61, 0.25, 2.99)
H (-0.16, 3.05, -6.11)
H (-0.72, 3.98, -4.53)
H (-1.84, 2.71, -5.31)
H (1.46, 3.15, -3.15)
H (1.69, 1.34, -2.99)
H (-0.76, 4.39, -2.04)
H (-3.00, 5.43, -0.62)
H (-1.78, 5.84, 0.75)
H (-4.90, 3.06, 0.91)
H (-5.45, 4.74, 0.29)
H (-5.63, 4.28, 2.15)
H (-2.24, 2.51, 2.05)
H (-0.73, -3.33, -1.07)
H (0.75, -2.68, -1.88)
H (2.72, -3.16, -2.40)
H (4.95, -2.30, -3.69)
H (6.41, -3.39, -3.09)
H (6.25, -1.65, -2.54)
H (6.79, -2.87, -0.11)
H (5.52, -3.59, 2.07)
H (3.71, -4.61, 3.20)
H (0.90, -5.29, 3.28)
H (1.41, -5.79, 1.50)
H (2.31, -6.41, 2.97)
H (3.20, -2.28, 3.56)
H (1.62, -2.31, 2.62)
H (1.78, -3.13, 4.35)
C (1.87, 4.57, -10.22)
C (0.42, 4.69, -9.81)
C (0.36, 3.81, -8.58)
O (1.66, 3.86, -7.97)
C (2.57, 4.49, -8.88)
H (2.23, 5.39, -10.84)
H (2.02, 3.63, -10.77)
H (0.20, 5.73, -9.54)
H (-0.28, 4.39, -10.59)
H (0.16, 2.76, -8.85)
H (-0.40, 4.13, -7.87)
H (2.80, 5.49, -8.49)
H (3.50, 3.91, -8.92)
C (0.72, -6.66, 7.65)
C (1.21, -5.48, 8.46)
C (2.07, -4.74, 7.45)
O (1.51, -5.00, 6.15)
C (0.54, -6.05, 6.28)
H (-0.19, -7.11, 8.05)
H (1.50, -7.43, 7.62)
H (0.35, -4.85, 8.75)
H (1.75, -5.75, 9.36)
H (3.09, -5.12, 7.45)
H (2.09, -3.66, 7.63)
H (-0.46, -5.61, 6.17)
H (0.69, -6.78, 5.48)
C (6.95, 4.88, -6.04)
C (5.80, 4.47, -6.94)
C (5.63, 3.00, -6.59)
O (6.03, 2.86, -5.22)
C (6.68, 4.06, -4.79)
H (7.00, 5.95, -5.85)
H (7.90, 4.57, -6.49)
H (4.90, 5.03, -6.66)
H (5.99, 4.63, -8.00)
H (6.29, 2.37, -7.20)
H (4.60, 2.66, -6.72)
H (6.00, 4.59, -4.12)
H (7.59, 3.82, -4.25)
C (-0.53, 0.69, 6.29)
C (-1.06, 0.66, 7.71)
C (-0.04, 1.51, 8.44)
O (0.45, 2.47, 7.50)
C (0.02, 2.10, 6.19)
H (-1.29, 0.47, 5.53)
H (0.28, -0.04, 6.18)
H (-2.04, 1.14, 7.74)
H (-1.16, -0.34, 8.12)
H (0.81, 0.90, 8.78)
H (-0.47, 2.02, 9.30)
H (-0.76, 2.81, 5.88)
H (0.85, 2.18, 5.48)
C (6.74, -4.21, 7.63)
C (5.71, -3.10, 7.70)
C (5.89, -2.42, 6.35)
O (6.32, -3.44, 5.43)
C (6.68, -4.61, 6.17)
H (6.54, -5.04, 8.31)
H (7.73, -3.81, 7.87)
H (4.71, -3.54, 7.76)
H (5.85, -2.42, 8.54)
H (6.67, -1.66, 6.40)
H (4.97, -1.96, 5.99)
H (5.90, -5.36, 6.00)
H (7.63, -5.01, 5.80)
C (-2.43, 7.67, 7.48)
C (-2.43, 6.17, 7.62)
C (-3.64, 5.77, 6.79)
O (-3.77, 6.75, 5.76)
C (-2.90, 7.86, 6.05)
H (-1.46, 8.13, 7.67)
H (-3.16, 8.11, 8.17)
H (-1.52, 5.75, 7.17)
H (-2.49, 5.82, 8.65)
H (-4.55, 5.79, 7.40)
H (-3.54, 4.78, 6.35)
H (-2.06, 7.82, 5.35)
H (-3.44, 8.80, 5.91)
C (-8.86, -1.56, -8.12)
C (-7.60, -1.03, -7.48)
C (-7.36, 0.24, -8.27)
O (-8.65, 0.73, -8.67)
C (-9.63, -0.29, -8.42)
H (-9.42, -2.26, -7.49)
H (-8.61, -2.08, -9.06)
H (-7.79, -0.79, -6.43)
H (-6.76, -1.72, -7.53)
H (-6.78, 0.05, -9.18)
H (-6.85, 1.01, -7.69)
H (-10.23, 0.02, -7.56)
H (-10.28, -0.39, -9.29)

# C34H67F9O14PS

A cluster of 8 separate species, C34H67F9O14PS in total (ωB97M-V/def2-TZVPD, OMol25).

Its net charge is +1. The LUMO energy comes out at -2.498 eV.

Atoms and positions in Å:
F (-4.20, -3.76, 0.08)
C (-3.29, -4.04, -0.81)
F (-3.40, -5.29, -1.07)
C (-1.98, -3.80, -0.13)
C (-1.89, -2.55, 0.74)
C (-0.82, -1.56, 0.28)
C (0.34, -1.62, 1.26)
P (1.18, -3.19, 1.12)
C (-3.69, -3.19, -2.02)
F (-3.37, -1.98, -1.87)
F (-4.96, -3.22, -2.09)
S (-3.07, -3.77, -3.72)
F (-2.21, -2.50, -3.86)
F (-4.20, -2.98, -4.37)
F (-3.95, -4.99, -3.61)
F (-1.87, -4.50, -3.10)
F (-2.62, -4.22, -5.09)
H (-1.91, -4.64, 0.51)
H (-1.15, -3.85, -0.79)
H (-2.80, -2.03, 0.77)
H (-1.66, -2.82, 1.73)
H (-0.50, -1.74, -0.72)
H (-1.21, -0.58, 0.28)
H (-0.08, -1.58, 2.24)
H (1.00, -0.81, 1.08)
H (0.54, -4.15, 1.87)
H (2.49, -3.06, 1.56)
H (1.15, -3.64, -0.18)
O (-1.41, 3.72, -2.51)
C (-1.81, 2.94, -3.32)
O (-3.03, 2.40, -3.16)
C (-3.61, 1.60, -4.19)
C (-3.16, 0.16, -4.07)
C (-0.97, 2.48, -4.48)
H (-3.40, 2.03, -5.17)
H (-4.68, 1.67, -4.05)
H (-2.08, 0.06, -4.19)
H (-3.64, -0.45, -4.83)
H (-3.41, -0.22, -3.08)
H (-0.32, 1.66, -4.15)
H (-0.35, 3.31, -4.80)
H (-1.54, 2.15, -5.35)
O (-2.76, 6.91, -6.99)
C (-3.17, 7.10, -5.88)
O (-2.65, 6.40, -4.87)
C (-2.94, 6.68, -3.49)
C (-4.21, 6.00, -3.03)
C (-4.31, 8.06, -5.61)
H (-2.96, 7.76, -3.31)
H (-2.09, 6.29, -2.93)
H (-5.07, 6.37, -3.58)
H (-4.37, 6.19, -1.97)
H (-4.15, 4.93, -3.20)
H (-5.25, 7.54, -5.78)
H (-4.24, 8.88, -6.32)
H (-4.32, 8.49, -4.61)
O (2.77, -0.73, -1.04)
C (3.73, -0.30, -0.45)
O (4.19, -1.03, 0.58)
C (5.43, -0.71, 1.26)
C (5.22, 0.31, 2.34)
C (4.36, 1.03, -0.77)
H (6.19, -0.41, 0.55)
H (5.77, -1.64, 1.70)
H (4.87, 1.26, 1.94)
H (6.15, 0.50, 2.88)
H (4.47, -0.03, 3.05)
H (3.81, 1.81, -0.26)
H (4.30, 1.19, -1.83)
H (5.41, 1.09, -0.49)
O (-2.86, -5.69, 3.28)
C (-3.87, -6.31, 3.11)
O (-3.89, -7.23, 2.13)
C (-4.96, -8.15, 1.90)
C (-6.04, -7.52, 1.05)
C (-5.13, -6.04, 3.91)
H (-5.35, -8.56, 2.84)
H (-4.51, -8.98, 1.36)
H (-6.50, -6.67, 1.56)
H (-6.83, -8.23, 0.80)
H (-5.60, -7.15, 0.13)
H (-5.66, -5.21, 3.45)
H (-4.84, -5.76, 4.91)
H (-5.79, -6.90, 3.99)
O (6.50, -3.38, 3.17)
C (6.20, -4.51, 2.92)
O (6.94, -5.19, 2.04)
C (6.80, -6.60, 1.81)
C (5.72, -6.90, 0.79)
C (4.96, -5.16, 3.51)
H (6.65, -7.13, 2.74)
H (7.77, -6.92, 1.42)
H (4.74, -6.57, 1.13)
H (5.68, -7.96, 0.58)
H (5.93, -6.37, -0.14)
H (4.10, -4.88, 2.90)
H (4.82, -4.77, 4.52)
H (5.01, -6.24, 3.59)
O (-5.05, 9.02, -1.88)
C (-5.45, 9.24, -0.77)
O (-4.91, 8.54, 0.25)
C (-5.17, 8.85, 1.62)
C (-6.43, 8.18, 2.12)
C (-6.58, 10.20, -0.51)
H (-5.18, 9.92, 1.78)
H (-4.31, 8.45, 2.16)
H (-7.31, 8.54, 1.59)
H (-6.57, 8.38, 3.18)
H (-6.38, 7.10, 1.96)
H (-7.53, 9.68, -0.65)
H (-6.51, 11.01, -1.23)
H (-6.57, 10.65, 0.48)
O (8.16, 2.89, 2.89)
C (9.10, 2.24, 3.21)
O (9.04, 0.89, 3.10)
C (10.16, 0.03, 3.27)
C (10.39, -0.32, 4.73)
C (10.34, 2.87, 3.82)
H (11.05, 0.46, 2.81)
H (9.92, -0.87, 2.71)
H (10.62, 0.56, 5.32)
H (11.21, -1.03, 4.82)
H (9.49, -0.77, 5.15)
H (10.17, 3.00, 4.89)
H (10.48, 3.84, 3.36)
H (11.25, 2.30, 3.67)

# Cl2FHSi

An isolated molecule of Cl2FHSi (ωB97M-V/def2-TZVPD, OMol25).

Its energy relative to the best compared isomer or geometry (same formula, charge and spin) is 144.0 kJ/mol. Its net charge is 0. The LUMO energy comes out at -0.599 eV.

Atoms and positions in Å:
F (0.27, 0.39, 1.67)
Si (0.25, 0.13, 0.09)
Cl (-1.21, -2.02, -0.36)
Cl (-0.82, 1.52, -0.77)
H (1.52, -0.01, -0.63)

Sequential DFT total energy output: -3680.8231; -303.8997; -5010.5191; -4027.0637; -1310.4462 hartree
Sequential max |F| output: 0.030; 0.088; 0.105; 0.093; 0.067 hartree/bohr